The following is a quantum chemistry calculation of a molecular structure, C9H20ClNO in a non-equilibrium geometry, from OMol25.

The geometry in XYZ format:
```
32
Properties=species:S:1:pos:R:3
C -2.406 -0.945 -2.396
C -0.750 -1.137 -2.516
C -0.307 -2.002 -1.193
C 0.467 -1.145 -0.029
C 2.124 -1.238 -0.231
C -0.074 0.390 0.180
C -0.459 0.560 1.799
N 0.797 0.866 2.593
C 1.220 2.284 2.178
C 1.043 2.536 0.538
O 1.034 1.287 -0.238
H -2.855 -0.421 -3.343
H -2.716 -0.296 -1.465
H -2.834 -2.034 -2.204
H -0.253 -0.074 -2.570
H -0.599 -1.754 -3.525
H -1.208 -2.642 -0.745
H 0.476 -2.816 -1.580
H 0.265 -1.711 1.000
H 2.490 -0.753 -1.232
H 2.363 -2.402 -0.176
H 2.627 -0.706 0.698
H -1.061 0.651 -0.398
H -1.023 -0.391 2.226
H -1.257 1.440 1.840
H 1.566 0.194 2.379
H 0.588 0.808 3.630
H 2.319 2.550 2.480
H 0.421 3.005 2.690
H 2.009 3.166 0.229
H 0.068 3.177 0.370
Cl -4.076 -0.447 -0.992
```

The highest occupied orbital energy is -4.35 eV. As for the charge: 0. The calculation puts the HOMO-LUMO gap at 3.185 eV. For the lowest unoccupied orbital energy, the calculation gives -1.160 eV. The maximum force comes out at 10.0 eV/A.


The following is a quantum chemistry calculation of 2 unconnected molecules or ions with the total composition C9H20IN in a non-equilibrium geometry, from OMol25.

The geometry in XYZ format:
```
31
Properties=species:S:1:pos:R:3
I -20.807 -9.338 26.328
C -15.995 -9.415 22.656
C -15.769 -8.673 23.921
C -16.836 -8.963 24.977
C -16.174 -9.037 26.381
N -15.953 -7.613 27.002
C -17.315 -6.978 27.350
C -17.898 -7.783 28.476
C -16.605 -8.311 29.244
C -15.396 -7.694 28.470
C -15.069 -6.623 26.240
H -15.171 -9.317 21.949
H -16.944 -9.192 22.167
H -16.042 -10.495 22.795
H -15.888 -7.622 23.655
H -14.733 -8.722 24.256
H -17.271 -9.955 24.851
H -17.772 -8.405 24.938
H -15.199 -9.518 26.467
H -16.864 -9.567 27.037
H -16.968 -5.976 27.602
H -17.908 -6.848 26.445
H -18.572 -7.144 29.046
H -18.514 -8.601 28.103
H -16.508 -8.252 30.328
H -16.326 -9.349 29.060
H -15.242 -6.658 28.772
H -14.395 -8.126 28.505
H -14.181 -7.254 26.206
H -14.910 -5.672 26.748
H -15.461 -6.307 25.272
```

The highest occupied orbital energy (spin up / spin down) is 0.02 / -4.23 eV. As for the charge: -1. The calculation puts the HOMO-LUMO gap (spin up / spin down) at 3.040 / 7.340 eV. For the lowest unoccupied orbital energy (spin up / spin down), the calculation gives 3.063 / 3.108 eV. Its multiplicity is 2. The maximum force comes out at 2.2 eV/A.


The following is a quantum chemistry calculation of a molecular structure, C9H20N2O3Sn in a non-equilibrium geometry, from OMol25.

The geometry in XYZ format:
```
35
Properties=species:S:1:pos:R:3
Sn -25.505 -29.469 -29.996
C -27.105 -25.480 -31.014
C -25.809 -25.496 -30.229
O -25.360 -26.503 -29.764
C -25.067 -24.126 -30.080
H -27.022 -25.161 -32.053
H -27.847 -24.899 -30.467
H -27.557 -26.472 -31.047
H -24.361 -23.987 -30.899
H -24.470 -24.171 -29.169
H -25.793 -23.313 -30.047
C -27.291 -33.852 -28.714
C -27.834 -32.413 -28.437
O -27.151 -31.377 -28.448
N -29.118 -32.329 -28.214
C -29.832 -31.134 -27.867
H -27.119 -34.354 -27.762
H -26.316 -33.839 -29.201
H -28.061 -34.350 -29.304
H -29.747 -33.115 -28.298
H -30.841 -31.483 -27.649
H -29.976 -30.505 -28.746
H -29.348 -30.521 -27.107
C -27.173 -28.081 -34.641
C -25.953 -27.646 -33.782
O -25.790 -28.089 -32.640
N -25.234 -26.710 -34.349
C -24.023 -26.180 -33.763
H -26.923 -28.115 -35.702
H -27.948 -27.357 -34.390
H -27.578 -29.047 -34.342
H -25.490 -26.424 -35.283
H -23.150 -26.832 -33.769
H -24.152 -25.840 -32.736
H -23.915 -25.297 -34.392
```

The highest occupied orbital energy is -16.02 eV. As for the charge: +2. The calculation puts the HOMO-LUMO gap at 6.028 eV. For the lowest unoccupied orbital energy, the calculation gives -9.996 eV. The maximum force comes out at 3.4 eV/A.


The following is a quantum chemistry calculation of 2 unconnected molecules or ions with the total composition C9H20N4O in a non-equilibrium geometry, from OMol25.

The geometry in XYZ format:
```
34
Properties=species:S:1:pos:R:3
C 0.374 -0.690 -0.161
C 1.997 0.965 0.469
C 4.291 1.797 0.246
C -3.997 1.108 0.641
C 1.686 -3.120 0.218
C -1.319 -2.279 -0.496
C 2.771 2.044 0.007
C -2.491 0.675 0.634
C -1.880 0.177 -0.696
N 2.956 -1.258 -0.472
N 0.945 0.522 -0.164
N 2.068 -1.860 -0.213
N -0.889 -0.881 -0.517
O -1.243 1.307 -1.381
H 2.315 0.396 1.344
H 4.543 0.741 -0.123
H 4.558 1.881 1.234
H 4.798 2.521 -0.255
H -4.472 0.219 0.409
H -4.114 2.014 0.029
H -4.274 1.433 1.668
H 0.702 -3.155 0.527
H 2.508 -3.376 0.873
H 1.835 -3.953 -0.487
H -2.313 -2.432 -0.895
H -0.740 -2.939 -1.243
H -1.380 -2.514 0.559
H 2.559 2.283 -0.970
H 2.289 2.847 0.542
H -2.488 -0.171 1.334
H -1.943 1.419 1.155
H -2.783 -0.259 -1.347
H 0.325 1.137 -0.729
H -1.905 2.007 -1.478
```

The highest occupied orbital energy is -17.43 eV. As for the charge: +2. The energy above the lowest of the compared OMol25 structures with the same formula, charge and spin is 89.86 kcal/mol. The calculation puts the HOMO-LUMO gap at 8.518 eV. For the lowest unoccupied orbital energy, the calculation gives -8.909 eV. The maximum force comes out at 4.0 eV/A.